Record 1
ORCA calculation (the ωB97M-V functional and the def2-TZVPD basis) on a 2-piece molecular cluster, C7H14N2 overall in a non-equilibrium geometry.

```
23
Properties=species:S:1:pos:R:3:lowdin_charge:R:1
C 0.00431 -2.73280 -1.28839 -0.17
C -1.08995 -3.78242 -1.42846 -0.17
H 1.03956 -3.14484 -1.39055 0.08
H -0.08739 -2.03413 -2.05828 0.04
H -0.03956 -2.23977 -0.29075 0.04
H -2.07057 -3.26981 -1.57581 0.08
H -1.19633 -4.25483 -0.47932 0.04
H -0.93562 -4.46262 -2.27764 0.07
C 0.34465 0.37443 0.63162 -0.24
C -0.57762 -0.16889 1.72842 -0.11
C 0.44139 1.84399 0.50111 -0.34
C 1.53163 2.66611 0.56929 -0.06
C -0.19861 3.89363 -0.03305 -0.20
N -0.61547 2.62862 0.09352 0.08
N 1.10060 3.96266 0.26764 0.04
H 1.37460 -0.01556 0.67901 0.12
H -0.05663 -0.01607 -0.33397 0.10
H -0.73386 -1.29993 1.54485 0.07
H 2.56100 2.36048 0.80673 0.12
H -0.82979 4.71810 -0.35647 0.12
H 1.64722 4.79386 0.21505 0.14
H -1.57893 0.33936 1.78807 0.09
H -0.03463 -0.15956 2.68739 0.07
```

F_max ... 2.57 eV Å⁻¹
Energy above the lowest of the compared OMol25 structures with the same formula, charge and spin ... 12.2 kcal/mol
SMILES ... CCc1c[nH]cn1.CC



Record 2
ORCA calculation (the ωB97M-V functional and the def2-TZVPD basis) on a 2-piece molecular cluster, C7H14N2O2 overall in a non-equilibrium geometry.

```
25
Properties=species:S:1:pos:R:3:lowdin_charge:R:1
C -3.91873 0.29471 -4.16381 -0.12
C -4.46860 0.24348 -2.93025 -0.08
C -1.50577 0.42182 -4.68823 0.30
C -5.15582 -1.64614 -0.43847 -0.03
C -4.47474 -0.21478 -0.52551 -0.18
C 7.50507 0.94306 3.17382 -0.15
C 6.99230 0.17255 5.34739 0.25
N -2.63813 0.41091 -4.41663 0.06
N -3.85689 -0.17222 -1.84436 0.00
O 6.65064 -0.07845 2.85371 0.01
O 7.64564 0.95975 4.63738 0.12
H -4.52166 0.59387 -5.08994 0.17
H -5.53157 0.51197 -2.74915 0.17
H -0.52112 0.67458 -4.51517 0.10
H -5.44420 -1.84094 -1.48787 0.09
H -4.44083 -2.43592 -0.33483 0.07
H -5.76899 -1.59276 0.37333 0.04
H -3.83020 0.09053 0.25805 0.10
H -5.32547 0.60767 -0.46683 0.16
H 8.53668 0.83511 2.77362 0.17
H 7.13325 1.89285 2.82422 0.16
H 6.95070 0.51295 6.39398 0.16
H 6.43345 -0.65073 5.00750 0.13
H -2.89636 -0.47489 -1.88512 0.16
H 6.45136 -0.05899 1.89316 0.16
```

F_max ... 4.73 eV Å⁻¹
Energy above the lowest of the compared OMol25 structures with the same formula, charge and spin ... 4.2 kcal/mol
Charge ... +2



The records above yield LUMO level values of 0.91 -7.67 eV, respectively.
The records above yield HOMO energy values of -8.64 -14.19 eV, respectively.
The records above yield HOMO-LUMO gap values of 9.55 6.52 eV, respectively.